(1)
# C35H39FeN2O

C35H39FeN2O as an isolated structure in a non-equilibrium geometry (the ωB97M-V functional and the def2-TZVPD basis, the Open Molecules 2025 dataset).

Values from the calculation:
net charge = -1
lowest unoccupied orbital energy (alpha / beta) = 0.093 / 0.089 Ha
multiplicity = 5
total energy = -2805.3506 Eh
max |F| = 4.15 eV Å⁻¹

Positions of all 78 atoms, in Å:
1 C -0.9740 1.0079 3.5493
2 N -0.7119 0.0423 2.5106
3 C -1.7083 -0.4031 1.6561
4 O -2.8344 0.0800 1.5378
5 C -1.1007 -1.4926 0.7924
6 C -1.4941 -2.8655 1.3365
7 C -2.6830 -3.5350 0.6885
8 C -2.8597 -4.9032 0.9329
9 C -3.9285 -5.5876 0.3572
10 C -4.8292 -4.8997 -0.4724
11 C -4.6797 -3.5192 -0.6771
12 C -3.6325 -2.8247 -0.0557
13 N 0.3402 -1.1915 0.9409
14 C 1.0674 -0.6457 -0.0194
15 C 0.6647 -0.4629 -1.4563
16 C 1.5995 -1.2150 -2.4256
17 C 1.1104 -1.8971 -3.5479
18 C 1.9882 -2.2825 -4.5673
19 C 3.3630 -2.0695 -4.4253
20 C 3.8542 -1.4408 -3.2768
21 C 2.9679 -1.0190 -2.2788
22 C 0.4980 -0.7375 2.3639
23 C 0.4829 -1.9027 3.3790
24 C 1.1435 -1.3540 4.6405
25 C 1.9782 -0.1303 4.2084
26 C 1.7942 0.0135 2.6932
27 H -1.9451 1.4701 3.3482
28 H -0.9878 0.5409 4.5410
29 H -0.2076 1.7905 3.5370
30 H -1.4194 -1.3695 -0.2458
31 H -0.6228 -3.5406 1.3151
32 H -1.7592 -2.7448 2.4025
33 H -2.1463 -5.4155 1.5838
34 H -4.0564 -6.6555 0.5513
35 H -5.6490 -5.4374 -0.9508
36 H -5.3815 -2.9763 -1.3126
37 H -3.5703 -1.7348 -0.1312
38 H 2.0297 -0.2229 0.2838
39 H -0.3613 -0.8148 -1.6338
40 H 0.0345 -2.0880 -3.6282
41 H 1.5853 -2.7425 -5.4722
42 H 4.0487 -2.4033 -5.2015
43 H 4.9192 -1.2671 -3.1371
44 H 3.3333 -0.5079 -1.3863
45 H -0.5251 -2.2612 3.5978
46 H 1.0614 -2.7287 2.9442
47 H 0.3831 -1.0552 5.3737
48 H 1.7647 -2.1183 5.1234
49 H 1.6429 0.7721 4.7357
50 H 3.0325 -0.2827 4.4716
51 H 2.6118 -0.5094 2.1829
52 H 1.7849 1.0501 2.3380
53 C 0.2536 1.2011 -3.2501
54 C 0.7698 0.9808 -1.8064
55 C 0.1378 1.9713 -0.8399
56 C 0.7752 2.4832 0.3636
57 C -0.1489 3.3892 1.0067
58 C -1.3517 3.4403 0.2098
59 C -1.1790 2.5535 -0.9166
60 Fe 0.2483 3.9439 -0.8520
61 C 0.9628 4.3963 -2.6369
62 C 1.9990 4.4386 -1.6195
63 C 1.5768 5.3763 -0.5944
64 C 0.2792 5.9076 -0.9752
65 C -0.1008 5.3045 -2.2414
66 H 1.0062 0.8515 -3.9635
67 H -0.6860 0.6589 -3.4204
68 H 0.0876 2.2580 -3.4681
69 H 1.8380 1.2727 -1.8008
70 H 1.7741 2.2007 0.7013
71 H 0.0210 3.8679 1.9661
72 H -2.2667 3.9616 0.4671
73 H -1.9275 2.3091 -1.6720
74 H 1.0406 3.8814 -3.5886
75 H 2.9577 3.9281 -1.6695
76 H 2.1676 5.6833 0.2655
77 H -0.2707 6.6822 -0.4491
78 H -0.9807 5.5463 -2.8311

Atomic partial charges in e from the Löwdin method, atoms 1 to 2:
1 C -0.04
2 N 0.00


(2)
# C4H12N2O

One molecule with the formula C4H12N2O in a non-equilibrium geometry (the ωB97M-V functional and the def2-TZVPD basis, the Open Molecules 2025 dataset).

Values from the calculation:
net charge = 0
lowest unoccupied orbital energy = 0.035 Ha
total energy = -344.3021 Eh
max |F| = 1.54 eV Å⁻¹
relative energy (zero: lowest compared OMol25 entry of this formula, charge and spin) = 2.257 eV

Positions of all 19 atoms, in Å:
1 N -1.6197 -1.3674 0.8020
2 C -1.7497 0.1099 0.7192
3 C -0.4082 0.9510 0.8559
4 N 0.8410 0.2556 1.0129
5 C 1.7210 0.0045 -0.1558
6 C 1.2150 0.4291 -1.5184
7 O 0.2831 -0.5062 -2.0309
8 H -1.8419 -1.8131 -0.0729
9 H -0.7139 -1.6328 1.1543
10 H -2.1839 0.3289 -0.2420
11 H -2.4274 0.3546 1.5361
12 H -0.5823 1.6069 1.7152
13 H -0.4469 1.5539 -0.0396
14 H 0.7382 -0.6299 1.4769
15 H 1.8814 -1.0750 -0.2934
16 H 2.6989 0.4102 0.0534
17 H 0.7471 1.4235 -1.4939
18 H 2.0645 0.4767 -2.1907
19 H -0.2163 -0.8803 -1.2885

Atomic partial charges in e from the Löwdin method, atoms 1 to 2:
1 N -0.01
2 C -0.23